# C42H38N7P2S2W

C42H38N7P2S2W as an isolated structure (wB97M-V/def2-TZVPD, the OMol25 dataset).

Last column: Mulliken spin population.
Cartesian coordinates (Å):
W -0.797 -0.692 0.172  1.53
C 3.505 -4.028 1.158  0.00
S 1.966 -4.819 0.642  -0.01
C 0.814 -3.541 0.543  -0.01
S 1.238 -1.886 0.896  0.05
N -0.374 -3.901 0.194  0.01
N -1.240 -2.830 0.045  -0.01
C -2.455 -3.201 -0.140  0.08
C -3.451 -2.194 -0.429  0.06
C -4.767 -2.535 -0.650  0.02
C -5.655 -1.541 -1.043  0.01
C -5.164 -0.263 -1.217  0.01
C -3.827 0.003 -0.957  0.05
N -2.965 -0.936 -0.544  0.04
H 4.072 -4.810 1.659  0.00
H 3.329 -3.222 1.866  0.00
H 4.055 -3.669 0.293  0.00
H -2.684 -4.261 -0.130  -0.01
H -5.080 -3.564 -0.533  0.00
H -6.697 -1.770 -1.226  0.00
H -5.801 0.542 -1.555  0.00
H -3.440 0.997 -1.090  0.01
N -2.753 1.334 2.117  0.01
C -2.560 0.128 2.733  0.03
C -3.347 -0.191 3.850  -0.01
C -3.140 -1.371 4.508  0.01
C -2.126 -2.232 4.065  0.00
C -1.417 -1.878 2.960  0.02
N -1.638 -0.726 2.247  0.01
C -1.780 2.043 1.346  0.05
C -2.122 3.547 1.324  0.01
C -1.163 4.324 0.380  0.00
C -0.237 3.304 -0.289  -0.02
C -0.965 2.145 -0.814  -0.03
N -1.594 1.402 0.040  -0.03
H -3.483 1.905 2.515  0.00
H -4.092 0.517 4.189  0.00
H -3.737 -1.622 5.375  0.00
H -1.899 -3.155 4.577  0.00
H -0.627 -2.511 2.587  0.00
H -3.167 3.848 1.343  0.00
H -1.608 5.005 -0.338  0.00
H 0.423 3.753 -1.026  0.00
H -0.873 1.800 -1.839  0.03
N 1.581 0.872 -1.116  -0.02
P 0.728 -0.413 -1.869  0.18
C 1.979 -1.589 -2.395  0.02
C 3.227 -1.661 -1.774  0.01
C 4.179 -2.553 -2.242  0.00
C 3.881 -3.392 -3.309  0.00
C 2.634 -3.337 -3.916  0.00
C 1.686 -2.431 -3.469  0.00
C 0.013 0.193 -3.396  -0.07
C -1.326 -0.069 -3.683  0.00
C -1.864 0.313 -4.907  0.01
C -1.064 0.960 -5.837  0.00
C 0.275 1.221 -5.558  0.00
C 0.817 0.828 -4.348  -0.01
P 1.174 0.969 0.517  0.01
C 0.599 2.674 0.917  -0.03
C 1.612 3.710 1.312  0.00
C 1.074 4.888 1.624  0.00
C -0.416 4.951 1.622  0.00
C -1.079 3.819 2.443  0.00
C -0.443 2.458 2.051  -0.01
C 2.597 0.729 1.566  0.00
C 3.874 1.009 1.082  -0.01
C 4.970 0.905 1.925  0.00
C 4.790 0.531 3.251  0.00
C 3.518 0.258 3.739  0.00
C 2.419 0.350 2.899  0.01
H 2.475 1.188 -1.481  0.00
H 3.465 -1.029 -0.927  -0.01
H 5.156 -2.590 -1.778  0.00
H 4.629 -4.084 -3.675  0.00
H 2.406 -3.989 -4.748  0.00
H 0.725 -2.378 -3.968  0.00
H -1.946 -0.591 -2.964  0.01
H -2.898 0.098 -5.139  0.00
H -1.479 1.256 -6.792  0.00
H 0.895 1.716 -6.293  0.00
H 1.868 1.010 -4.151  0.00
H 2.674 3.511 1.306  0.00
H 1.673 5.747 1.898  0.00
H -0.816 5.930 1.870  0.00
H -1.322 3.966 3.491  0.00
H -0.073 1.819 2.851  -0.01
H 4.032 1.320 0.055  0.00
H 5.961 1.123 1.551  0.00
H 5.647 0.453 3.906  0.00
H 3.385 -0.031 4.773  0.00
H 1.433 0.108 3.281  0.00

Output
Multiplicity = 3
Expectation value of S² = 2.026
Net charge = +3
LUMO energy (spin up / spin down) = -8.80 / -9.64 eV
E_tot = -96652.9168 eV
E_HOMO (spin up / spin down) = -15.86 / -15.86 eV
Energy relative to the best compared isomer or geometry (same formula, charge and spin) = 2.4119 eV
Kohn-Sham gap (spin up / spin down) = 7.062 / 6.219 eV